DFT (ωB97M-V/def2-TZVPD) results for C32H44N9OV as an isolated structure at a distorted geometry.

Last column: Mulliken spin population.
Geometry (Å):
1 V 0.180 -0.854 1.006  1.020
2 C 2.463 -1.945 3.940  -0.003
3 C 1.414 -2.965 3.461  0.014
4 N 0.200 -2.365 2.859  0.038
5 C -0.679 -1.686 3.837  -0.044
6 C -0.238 -0.249 4.114  0.028
7 N 0.168 0.439 2.869  -0.025
8 C 1.347 1.318 3.030  0.038
9 C 2.565 0.533 3.556  0.005
10 N 2.605 -0.818 3.044  0.009
11 H 2.184 -1.582 4.930  -0.001
12 H 3.399 -2.489 4.079  -0.001
13 H 1.850 -3.621 2.708  -0.006
14 H 1.134 -3.591 4.313  0.000
15 H -0.328 -3.125 2.445  0.009
16 H -1.688 -1.681 3.428  0.000
17 H -0.724 -2.233 4.783  0.002
18 H -1.051 0.281 4.606  0.002
19 H 0.595 -0.242 4.811  -0.001
20 H -0.606 1.027 2.579  -0.012
21 H 1.572 1.737 2.048  -0.008
22 H 1.131 2.146 3.709  0.002
23 H 3.459 1.086 3.273  0.001
24 H 2.555 0.521 4.647  0.000
25 H 3.321 -0.950 2.351  0.003
26 C -2.135 3.307 -3.849  0.000
27 C -0.755 3.870 -3.628  0.000
28 C -0.246 4.870 -4.445  0.000
29 C 1.028 5.391 -4.255  0.000
30 C 1.805 4.920 -3.208  0.000
31 C 1.311 3.934 -2.365  0.000
32 C 0.046 3.398 -2.584  -0.001
33 N -0.509 2.405 -1.737  0.002
34 C 0.115 1.348 -1.130  0.065
35 N 1.336 1.043 -1.558  -0.008
36 C 2.230 0.009 -1.127  0.039
37 C 1.883 -0.857 -0.094  -0.101
38 C 2.829 -1.889 0.130  -0.008
39 C 4.007 -2.014 -0.578  0.003
40 C 4.309 -1.086 -1.575  0.008
41 C 3.423 -0.068 -1.867  -0.009
42 C 3.717 0.902 -2.987  -0.001
43 N -0.507 0.678 -0.170  0.080
44 C -1.779 1.180 0.257  -0.088
45 C -1.844 2.252 1.154  -0.047
46 C -3.053 2.686 1.672  0.001
47 C -4.231 2.065 1.272  -0.004
48 C -4.179 1.053 0.327  0.015
49 C -2.968 0.611 -0.213  0.015
50 C -2.956 -0.405 -1.334  -0.001
51 H -2.585 3.734 -4.744  0.000
52 H -2.807 3.533 -3.012  0.000
53 H -2.109 2.219 -3.972  0.000
54 H -0.861 5.242 -5.258  0.000
55 H 1.405 6.161 -4.916  0.000
56 H 2.792 5.329 -3.031  0.000
57 H 1.903 3.605 -1.518  0.000
58 H -1.505 2.441 -1.605  -0.001
59 H 1.630 1.557 -2.372  -0.001
60 H 2.603 -2.659 0.866  -0.011
61 H 4.690 -2.836 -0.380  0.000
62 H 5.227 -1.173 -2.146  0.001
63 H 4.681 0.677 -3.441  0.000
64 H 3.756 1.942 -2.641  0.000
65 H 2.965 0.843 -3.783  0.000
66 H -0.921 2.760 1.423  0.000
67 H -3.077 3.513 2.372  0.000
68 H -5.184 2.385 1.676  0.000
69 H -5.100 0.598 -0.025  0.000
70 H -3.631 -1.239 -1.127  0.002
71 H -1.954 -0.789 -1.514  0.000
72 H -3.309 0.059 -2.259  -0.001
73 C -3.216 -4.841 -0.810  -0.002
74 N -1.957 -4.114 -0.776  0.001
75 C -0.920 -4.209 -1.784  0.000
76 C -0.015 -3.042 -1.405  -0.002
77 O 0.936 -2.720 -2.052  0.002
78 N -0.530 -2.416 -0.223  -0.015
79 C -1.695 -3.052 -0.014  0.047
80 N -2.575 -2.687 0.942  0.018
81 H -3.134 -5.639 -1.543  0.000
82 H -4.052 -4.199 -1.104  -0.001
83 H -3.435 -5.300 0.154  0.001
84 H -1.314 -4.069 -2.789  0.000
85 H -0.371 -5.150 -1.744  0.000
86 H -2.531 -1.692 1.155  -0.070
87 H -3.507 -3.066 0.867  0.005

Forces on the atoms, in the same order (eV/Å):
0.539 0.557 1.464
-0.232 0.103 -0.067
-0.042 0.153 -0.145
-0.103 0.154 -0.054
0.187 0.009 -0.099
0.173 -0.110 -0.143
-0.246 0.046 -0.003
0.023 -0.241 -0.046
-0.167 -0.054 -0.050
0.068 -0.061 -0.030
-0.003 0.031 0.025
0.072 -0.056 0.015
0.010 0.048 -0.070
-0.021 -0.113 0.067
-0.068 -0.081 0.089
-0.068 -0.001 -0.113
-0.003 -0.066 0.078
-0.095 0.068 0.052
-0.007 0.002 -0.018
-0.054 0.126 0.113
-0.014 -0.029 -0.049
-0.017 0.109 0.062
0.080 0.058 -0.004
0.004 0.001 0.086
0.010 -0.042 -0.157
0.027 0.021 -0.011
-0.080 -0.036 -0.094
0.005 0.057 -0.066
-0.028 -0.050 0.016
-0.007 0.006 0.005
0.018 0.049 0.070
-0.032 -0.114 0.017
0.074 0.135 -0.023
-0.136 -0.094 0.180
0.129 -0.255 0.007
-0.124 0.163 0.095
0.583 -0.546 -0.601
0.011 0.266 0.010
-0.016 0.061 0.024
0.060 -0.068 0.002
0.039 0.088 -0.107
0.020 -0.026 0.032
-0.285 0.463 -0.096
0.131 0.107 -0.067
0.057 0.037 0.036
-0.028 -0.006 -0.028
0.053 -0.020 0.005
0.011 -0.033 -0.052
-0.089 -0.198 -0.137
-0.075 0.143 -0.004
0.015 0.001 0.021
0.034 -0.014 -0.044
0.017 0.060 0.021
0.036 -0.020 0.049
-0.025 -0.039 0.042
-0.045 -0.024 -0.011
-0.037 -0.001 -0.045
-0.052 0.063 0.054
0.047 0.036 -0.033
-0.001 0.018 0.023
-0.075 0.067 -0.016
-0.042 0.010 0.032
-0.027 0.000 0.014
-0.011 -0.074 -0.011
0.061 0.004 0.030
-0.040 -0.046 0.007
-0.002 -0.044 -0.033
0.034 -0.010 -0.028
0.044 0.035 0.021
-0.001 0.060 -0.017
-0.044 0.033 0.037
0.000 0.011 0.015
0.136 0.034 -0.007
-0.074 -0.319 -0.323
-0.134 -0.007 0.143
0.013 0.154 0.314
0.079 0.130 -0.042
-0.625 -1.299 -0.907
0.301 0.159 0.133
-0.107 0.279 0.196
0.024 0.017 0.008
0.010 0.019 -0.020
0.023 0.016 0.020
-0.009 0.022 -0.054
0.011 -0.022 0.028
0.080 -0.102 0.122
0.044 0.032 0.047

## Properties
total charge	+1
DFT total energy	-75040.072	eV
HOMO energy (alpha / beta)	-8.41 / -7.40	eV
HOMO-LUMO gap (alpha / beta)	6.37 / 5.39	eV
LUMO level (alpha / beta)	-2.04 / -2.01	eV
⟨S²⟩	0.9460
multiplicity	2
ΔE to the lowest compared entry with this formula, charge and spin	176.3	kJ/mol